48
Properties=species:S:1:pos:R:3:forces:R:3:mulliken_charge:R:1 method="wB97M-V/def2-TZVPD" homo_ev=-12.72 lumo_ha=-0.099 total_energy_ev=-29136.46613 charge=+1 relative_energy_ev=4.1984 homo_lumo_gap_ev=10.023
N 1.889 -0.400 1.996 -3.151 1.380 0.461 0.069
C 0.527 0.323 1.979 -1.016 -1.081 -0.397 -1.491
C 0.225 0.753 0.583 -0.490 -1.416 -3.903 0.839
N -0.990 1.143 0.106 1.148 -0.923 4.237 0.255
C -2.996 -0.204 1.143 2.658 0.271 4.675 -1.230
C -2.076 1.087 1.149 -1.784 0.905 -2.864 0.320
C -3.004 2.262 0.718 1.712 2.965 2.714 -1.507
O 1.091 0.383 -0.223 0.934 0.739 -0.136 -0.841
H 1.775 -1.049 2.789 1.107 -0.232 -0.004 0.337
H 1.911 -0.888 1.107 0.085 -0.479 -0.460 0.255
H 2.613 0.320 1.976 0.502 0.039 0.533 0.409
H 0.358 1.094 2.677 0.890 0.964 1.055 0.492
H -0.303 -0.366 2.201 0.741 -0.506 0.099 0.601
H -1.176 1.239 -0.900 0.159 -0.015 0.172 0.236
H -3.536 0.015 2.148 0.374 -0.912 -1.695 0.363
H -2.402 -1.155 1.298 -0.470 0.977 -0.064 0.241
H -3.688 -0.424 0.410 -1.271 0.354 -1.893 0.387
H -1.683 1.242 2.215 -0.478 -0.023 -1.855 0.287
H -3.829 2.273 1.408 -0.669 0.133 0.060 0.424
H -3.351 2.454 -0.276 -0.052 -1.179 -0.889 0.348
H -2.464 3.305 0.904 -0.792 -2.127 -0.038 0.326
H 2.881 1.980 3.409 -0.051 0.410 -0.238 0.313
H 3.110 3.031 2.325 -0.163 -0.005 0.066 0.263
O 2.437 2.432 2.671 0.132 -0.241 0.330 -0.602
H -1.054 -2.757 -3.990 -0.592 -0.069 -1.283 0.275
H -1.309 -2.698 -2.506 0.808 0.254 -0.965 0.342
O -0.581 -2.733 -3.180 -0.097 -0.405 2.235 -0.665
H 4.757 -0.080 1.415 0.132 2.776 1.468 0.334
H 4.908 1.483 1.359 0.677 1.478 -1.570 0.318
O 4.673 0.810 1.950 -0.646 -4.526 -0.048 -0.661
H 0.728 -1.333 -2.794 -1.244 -4.215 0.365 0.249
H 1.224 -0.125 -1.900 -0.887 -0.930 -2.185 0.346
O 0.955 -0.466 -2.840 2.256 4.816 2.400 -0.483
H 0.695 -2.886 3.984 -0.406 -0.697 0.191 0.306
H 2.064 -3.410 3.500 1.959 -3.795 -0.875 0.272
O 1.580 -2.687 3.706 -1.636 4.631 0.698 -0.641
H -1.977 -0.371 -3.111 -1.051 -0.243 0.788 0.368
H -3.264 -0.541 -2.233 -2.835 2.232 1.002 0.228
O -2.542 -0.964 -2.567 3.629 -2.102 -1.611 -0.559
H -0.747 1.276 -3.364 -0.614 -0.432 0.463 0.307
H -1.399 2.542 -3.200 -0.613 0.880 0.118 0.265
O -1.486 1.671 -2.819 1.334 -0.457 -0.562 -0.666
H 0.842 -2.720 -0.778 -0.359 1.570 0.227 0.249
H 1.484 -3.761 -0.307 1.185 -2.041 0.722 0.306
O 1.364 -2.887 0.024 -0.822 0.639 -0.914 -0.573
H 0.588 -0.116 -4.580 -0.176 -1.238 0.365 0.375
H 0.959 1.211 -4.665 1.094 1.507 0.037 0.311
O 0.222 0.690 -4.918 -1.152 0.368 -1.029 -0.695

***

49
Properties=species:S:1:pos:R:3:forces:R:3:mulliken_charge:R:1 method="wB97M-V/def2-TZVPD" homo_ev="-16.70 / -16.70" lumo_ha="-0.248 / -0.375" multiplicity=2 total_energy_ev=-31174.18171 charge=+2 relative_energy_ev=0.0000 homo_lumo_gap_ev="9.956 / 6.491"
O 2.485 0.841 0.852 -0.297 -0.098 0.394 -0.445
C 1.794 1.512 0.128 0.322 -0.186 -1.250 -0.216
C 0.951 0.919 -0.963 -0.026 -0.674 -2.070 -0.034
C -0.013 -0.232 -0.565 -0.521 0.889 1.373 -1.092
C 0.769 -1.482 -0.367 -1.592 0.136 -0.069 0.286
C 0.949 -2.304 -1.470 1.172 -1.922 -2.000 -0.624
N 1.463 -3.523 -1.562 0.225 1.112 1.841 -0.112
N 1.378 -1.762 0.918 0.252 0.645 -1.525 0.253
H 1.829 2.600 0.072 0.172 0.400 0.621 0.452
H 0.526 1.662 -1.643 -0.953 0.381 0.850 0.102
H 1.571 0.495 -1.793 0.561 0.042 0.916 0.412
H -0.562 0.059 0.354 0.581 -0.174 -0.044 0.234
H -0.866 -0.291 -1.251 0.615 -0.465 -0.451 0.505
H 0.768 -1.956 -2.480 -0.485 0.814 0.225 0.511
H 1.931 -3.853 -2.405 -0.557 -0.074 0.011 0.293
H 1.701 -3.978 -0.684 0.048 -0.478 -0.308 0.279
H 2.380 -1.871 0.670 0.124 -0.537 0.818 0.574
H 1.351 -0.912 1.513 0.017 -0.382 0.580 0.250
H 0.942 -2.543 1.429 0.048 -0.169 -0.128 0.433
H 4.582 -1.477 -1.275 0.770 -0.614 -0.018 0.339
H 3.397 -0.745 -0.874 -0.033 -0.170 0.316 0.221
O 3.760 -1.646 -0.812 -0.719 0.980 -0.172 -0.644
H -2.261 1.946 -0.129 -0.093 0.662 0.894 0.372
H -2.381 2.058 1.482 0.005 0.183 -0.716 0.247
O -2.210 1.465 0.736 0.235 -0.758 0.138 -0.609
H -3.333 -1.878 1.576 0.394 -0.130 -0.323 0.397
H -3.132 -2.412 2.957 -0.016 -0.425 0.769 0.282
O -2.642 -2.291 2.148 -0.130 0.409 -0.355 -0.650
H -4.534 -0.201 1.104 -0.701 -0.173 -0.285 0.337
H -3.174 -0.159 0.611 -0.219 0.029 -0.584 0.420
O -3.995 -0.677 0.458 0.639 0.373 0.767 -0.754
H -2.963 3.854 -1.193 0.603 -0.218 0.308 0.346
H -1.782 3.279 -1.970 0.278 0.089 0.074 0.368
O -2.093 3.425 -1.054 -0.890 0.101 -0.630 -0.716
H 2.458 -0.399 3.252 -0.052 -0.009 0.490 0.344
H 0.988 -0.645 3.759 0.719 -0.268 -0.245 0.363
O 1.790 -1.087 3.379 -0.491 0.522 -0.151 -0.706
H -0.284 4.203 -3.327 0.072 -0.540 -0.666 0.414
H -0.665 2.865 -4.222 0.016 0.689 -0.427 0.246
O -0.557 3.261 -3.358 -0.253 -0.461 0.958 -0.656
H 1.364 5.146 -1.616 0.085 0.127 0.236 0.333
H 1.524 3.896 -2.522 0.093 0.238 0.114 0.314
O 1.333 4.841 -2.523 0.021 -0.028 -0.251 -0.664
H -1.429 -0.244 3.062 -0.034 -0.355 0.039 0.267
H -0.970 0.974 3.845 0.188 -0.066 0.206 0.320
O -0.689 0.088 3.584 -0.275 0.344 -0.267 -0.610
H -1.343 -3.470 0.034 0.027 -0.221 -0.992 0.294
H -1.372 -3.578 1.422 0.270 -0.175 0.839 0.372
O -0.733 -3.772 0.710 -0.218 0.605 0.150 -0.648

***

48
Properties=species:S:1:pos:R:3:forces:R:3:mulliken_charge:R:1 method="wB97M-V/def2-TZVPD" homo_ev=-10.58 lumo_ha=0.003 total_energy_ev=-29698.57936 relative_energy_ev=4.5441 homo_lumo_gap_ev=10.670 smiles="CCCCC(N)=O.O.O.O.O.O.O.O.O.O.O"
C -2.369 2.552 0.349 -0.501 1.741 1.113 -1.409
C -2.012 1.093 0.380 0.334 -1.541 2.552 0.021
C -0.786 0.578 -0.443 -0.931 -1.992 1.113 -0.439
C 0.287 -0.232 0.483 -0.939 3.103 -0.713 0.569
C 0.981 -1.281 -0.261 2.157 -0.709 -0.730 0.076
N 1.916 -2.137 0.356 -2.789 3.759 3.227 -0.324
O 0.806 -1.409 -1.462 0.280 -0.670 -0.231 -0.779
H -1.448 3.184 0.577 -1.217 -0.689 0.033 0.299
H -3.271 2.808 1.147 2.417 -0.614 -2.200 0.301
H -2.642 2.836 -0.658 -0.537 0.371 -0.218 0.396
H -1.672 1.026 1.521 -1.167 -0.866 -2.172 0.118
H -2.946 0.507 0.121 0.986 0.399 0.725 -0.144
H -0.925 -0.081 -1.306 -1.126 -0.064 0.390 0.490
H -0.504 1.453 -0.949 1.924 1.283 -0.259 0.381
H 0.857 0.666 0.749 1.156 -0.721 0.163 0.297
H -0.040 -0.620 1.438 -0.497 0.301 -0.483 -0.263
H 2.342 -2.808 -0.160 1.469 -2.226 -1.800 0.194
H 2.124 -2.038 1.373 -0.135 -0.211 -1.616 0.195
O 0.154 -0.134 -3.713 1.099 2.663 3.502 -0.552
H 0.616 -0.427 -2.848 -1.232 0.972 -1.234 0.334
H 0.168 -0.934 -4.112 -0.326 -3.972 -2.572 0.258
O 3.549 0.341 -3.241 -3.222 2.881 0.505 -0.682
H 3.046 1.261 -3.127 2.319 -1.824 -0.276 0.379
H 2.655 -0.017 -3.423 0.770 -1.027 -0.290 0.325
O -3.297 -1.372 2.010 -1.432 -2.006 1.831 -0.644
H -3.939 -2.156 1.976 1.501 1.841 -0.491 0.291
H -3.064 -1.112 1.135 -0.229 -0.039 -1.331 0.315
O 3.789 1.027 0.019 0.209 1.669 1.300 -0.550
H 4.742 0.964 0.107 0.036 -0.163 -0.154 0.265
H 3.498 0.302 -0.489 -0.291 -1.350 -1.221 0.315
O -0.511 -3.709 1.542 0.602 -3.030 -1.244 -0.726
H -0.802 -2.940 1.912 -2.058 2.894 2.201 0.398
H 0.220 -3.280 1.132 1.556 -0.391 -1.155 0.373
O 1.777 3.743 0.219 -0.053 0.209 -1.836 -0.592
H 2.591 3.257 0.202 0.909 -0.646 -0.585 0.279
H 1.607 3.729 1.125 -0.861 0.252 2.379 0.283
O -4.346 -2.222 -0.567 -1.123 1.882 0.681 -0.642
H -3.829 -2.840 -1.063 0.382 0.000 -0.996 0.308
H -4.598 -1.385 -1.049 0.777 -1.866 0.262 0.320
O -0.778 -1.241 2.821 -0.014 -0.202 0.462 -0.580
H -1.682 -1.517 2.595 -0.859 0.534 -0.189 0.315
H -0.670 -1.618 3.677 0.368 -0.355 1.275 0.275
O 2.340 -0.224 3.967 1.128 -2.226 -1.760 -0.628
H 1.861 -0.804 3.320 0.349 1.199 1.159 0.298
H 1.738 0.349 4.376 -1.570 1.078 0.631 0.315
O 1.191 2.263 -3.988 2.907 2.070 1.310 -0.584
H 0.736 2.798 -3.347 -0.207 0.411 0.417 0.287
H 0.542 1.800 -4.421 -2.319 -2.114 -1.477 0.267